Record 1
{"formula": "C32H46O31S", "method": "ωB97M-V/def2-TZVPD", "species": ["C", "C", "O", "C", "O", "O", "H", "H", "H", "H", "C", "C", "O", "C", "O", "O", "H", "H", "H", "H", "C", "C", "O", "C", "O", "O", "H", "H", "H", "H", "C", "C", "O", "C", "O", "O", "H", "H", "H", "H", "C", "C", "O", "C", "O", "O", "H", "H", "H", "H", "C", "C", "O", "C", "O", "O", "H", "H", "H", "H", "C", "C", "O", "C", "O", "O", "H", "H", "H", "H", "C", "C", "O", "C", "O", "O", "H", "H", "H", "H", "C", "C", "O", "C", "O", "O", "H", "H", "H", "H", "C", "C", "O", "C", "O", "O", "H", "H", "H", "H", "C", "S", "O", "C", "H", "H", "H", "H", "H", "H"], "positions_angstrom": [[-1.0569, 2.5766, 3.2715], [-0.4883, 1.4482, 4.0959], [-1.6020, 1.1712, 4.9680], [-2.7394, 1.5464, 4.3342], [-3.8352, 1.2546, 4.6718], [-2.4509, 2.2671, 3.2114], [-0.5887, 2.7134, 2.2967], [-0.9269, 3.5413, 3.7733], [0.3623, 1.7953, 4.6786], [-0.2404, 0.5450, 3.5412], [-0.7559, -1.6142, 0.0210], [-1.0671, -0.5225, 1.0352], [-0.7164, 0.6979, 0.3390], [0.1099, 0.3865, -0.6806], [0.7601, 1.1710, -1.2930], [0.1505, -0.9422, -0.8717], [-1.6334, -1.9167, -0.5511], [-0.2692, -2.4739, 0.4649], [-0.4702, -0.6672, 1.9342], [-2.1126, -0.4184, 1.2999], [1.9028, -4.1837, 4.5213], [2.1961, -2.9503, 3.6727], [1.0812, -2.9087, 2.7640], [0.1003, -3.7180, 3.2278], [-0.9626, -3.8394, 2.7091], [0.4857, -4.3143, 4.3800], [2.1460, -4.0032, 5.5657], [2.4121, -5.0828, 4.1784], [3.1272, -3.0204, 3.1195], [2.1429, -2.0277, 4.2496], [1.5137, 4.2159, -2.8489], [0.3605, 5.2341, -2.8795], [0.6887, 6.1730, -1.8501], [1.7001, 5.6869, -1.1024], [2.1155, 6.1591, -0.0938], [2.2936, 4.6559, -1.7301], [2.2219, 4.2025, -3.6732], [1.1032, 3.2150, -2.7132], [-0.5768, 4.7537, -2.6009], [0.2422, 5.7624, -3.8218], [-4.2380, -0.0719, -0.2202], [-4.3796, 0.6905, 1.0915], [-5.7425, 1.1418, 1.0643], [-6.2134, 1.0768, -0.1892], [-7.2241, 1.5418, -0.5923], [-5.3573, 0.3635, -0.9842], [-4.1791, -1.1534, -0.0944], [-3.3343, 0.2382, -0.7538], [-3.7453, 1.5726, 1.1516], [-4.2558, 0.0630, 1.9688], [3.2857, -1.8886, -1.7741], [3.1244, -1.1986, -0.4253], [4.4072, -1.4537, 0.1643], [4.9306, -2.5652, -0.4300], [5.9516, -3.0712, -0.1063], [4.1007, -3.0006, -1.4137], [3.7722, -1.2432, -2.5068], [2.3053, -2.1979, -2.1301], [2.3257, -1.6381, 0.1696], [2.9583, -0.1283, -0.5336], [-3.1624, 0.8996, -3.9652], [-2.2899, 1.9965, -3.3240], [-0.9689, 1.5561, -3.6032], [-0.9601, 0.2808, -4.0438], [0.0375, -0.3620, -4.1126], [-2.2167, -0.1808, -4.1996], [-3.5878, 1.1433, -4.9355], [-3.9207, 0.4784, -3.3092], [-2.4272, 2.0267, -2.2452], [-2.5119, 2.9405, -3.8133], [2.9171, 3.0745, 0.9334], [3.8652, 3.1399, 2.1553], [3.7446, 1.8248, 2.7160], [2.7491, 1.1413, 2.1226], [2.3321, 0.0981, 2.5232], [2.2338, 1.8302, 1.0932], [3.3863, 3.1471, -0.0371], [2.1630, 3.8307, 1.1430], [3.5887, 3.8699, 2.9089], [4.8819, 3.3146, 1.8097], [-1.6419, -1.9654, 5.2979], [-2.4235, -3.2690, 5.4835], [-3.4151, -3.2049, 4.4482], [-2.9846, -2.3628, 3.4993], [-3.4706, -2.1944, 2.4283], [-1.9503, -1.6109, 3.9518], [-0.5709, -2.1159, 5.4287], [-1.9699, -1.1913, 5.9880], [-2.9477, -3.3030, 6.4367], [-1.8410, -4.1811, 5.3697], [-1.7506, -3.8927, -4.1580], [-0.9531, -3.1074, -3.0898], [-0.7184, -4.0878, -2.0702], [-1.2409, -5.2821, -2.4139], [-1.1677, -6.2732, -1.7700], [-1.8797, -5.1939, -3.6068], [-1.1777, -3.9113, -5.0855], [-2.7394, -3.4927, -4.3672], [-1.5369, -2.2708, -2.7166], [0.0294, -2.8092, -3.4356], [2.2911, 1.9037, -5.4817], [3.2488, 0.6028, -4.6994], [4.5191, 0.3683, -5.4284], [3.6984, 1.5646, -3.2500], [2.8133, 2.8495, -5.6414], [1.4256, 2.1028, -4.8466], [1.9404, 1.5428, -6.4476], [4.0552, 2.5623, -3.4862], [4.4322, 0.9870, -2.6816], [2.8569, 1.5384, -2.5427]], "atomic_forces_ev_per_a": [[0.56, 0.66, -0.24], [-0.10, 0.35, 0.30], [0.07, 0.10, -0.09], [0.15, -0.22, -0.42], [-0.22, -0.04, 0.19], [0.31, -0.11, 0.21], [-0.43, -0.49, -0.23], [-0.16, -0.12, 0.23], [-0.01, -0.25, 0.13], [0.02, 0.08, -0.04], [-0.39, 0.38, 0.01], [-0.31, 0.05, -0.01], [0.25, -0.18, -0.01], [0.13, -0.39, 0.70], [0.01, 0.41, -0.44], [0.12, -0.06, -0.25], [0.05, -0.13, 0.08], [0.01, -0.09, -0.07], [0.12, 0.31, -0.08], [0.02, -0.35, 0.13], [0.22, 0.55, 0.13], [-0.18, 0.12, 0.08], [-0.08, -0.51, -0.10], [0.43, 0.36, -0.10], [0.07, -0.24, 0.04], [-0.13, -0.36, -0.16], [-0.10, -0.15, 0.04], [-0.15, -0.06, -0.11], [-0.03, 0.14, -0.09], [0.29, -0.01, 0.01], [0.06, 0.20, -0.03], [0.12, -0.05, -0.08], [-0.14, -0.18, 0.24], [0.61, 0.43, -0.62], [-0.28, 0.05, 0.27], [-0.34, -0.74, 0.35], [-0.40, 0.23, -0.36], [0.31, -0.06, 0.33], [-0.05, 0.03, -0.10], [0.05, 0.05, 0.02], [0.71, 0.30, -0.10], [-0.35, 0.00, 0.27], [-0.04, 0.11, -0.15], [0.23, -0.40, -0.15], [-0.26, 0.17, 0.05], [0.00, -0.11, 0.04], [-0.50, -0.03, -0.01], [0.01, -0.02, 0.01], [0.11, -0.06, 0.01], [0.07, 0.03, 0.01], [-1.11, 0.32, 0.66], [0.24, 0.19, -0.62], [0.01, -0.13, -0.03], [-0.27, 0.16, 0.23], [0.03, -0.17, 0.03], [0.48, 0.17, -0.24], [0.16, -0.24, -0.04], [0.23, -0.29, -0.26], [0.14, -0.07, 0.14], [0.09, 0.00, 0.18], [0.32, -0.87, 0.05], [-0.81, -0.74, -0.52], [0.13, 0.63, -0.41], [-0.02, -0.23, 1.17], [-0.07, -0.10, -0.69], [0.18, 0.35, -0.10], [-0.06, 0.29, 0.08], [-0.15, 0.30, 0.00], [0.02, 0.26, 0.05], [0.31, 0.24, 0.27], [-0.68, 0.72, 1.59], [0.28, -0.63, -0.99], [0.20, -0.05, 0.08], [0.02, 0.61, 0.42], [-0.14, -0.37, -0.17], [0.25, -0.59, -0.02], [-0.04, 0.03, -0.08], [0.04, 0.26, -0.95], [-0.11, 0.06, -0.04], [0.13, -0.11, 0.36], [-0.12, -0.56, 0.32], [-0.38, 0.04, 0.42], [0.33, -0.05, -0.30], [-0.11, 0.45, 0.47], [-0.25, -0.09, -0.36], [0.20, 0.22, 0.09], [0.02, 0.08, -0.22], [-0.11, 0.16, -0.18], [0.01, 0.01, -0.02], [0.10, 0.11, -0.18], [0.53, 0.45, -0.02], [-0.15, -0.73, -0.31], [-0.17, 0.21, 0.28], [-0.26, 0.08, -0.30], [0.07, -0.07, 0.15], [0.10, -0.16, -0.01], [-0.14, -0.30, -0.05], [-0.04, 0.06, 0.14], [0.23, 0.04, 0.24], [-0.14, 0.41, -0.14], [-0.38, 0.37, -0.29], [0.35, -0.08, 0.33], [-0.11, 0.19, -0.31], [-0.46, -0.63, 1.07], [0.39, -0.22, 0.09], [-0.04, -0.21, 0.02], [0.02, -0.13, 0.04], [0.06, 0.01, -0.01], [0.42, 0.11, -0.51], [-0.22, 0.49, -0.42]], "homo_lumo_gap_ha": 0.329, "homo_energy_ev": -9.08, "de_lowest_kcal_mol": 0.00, "e_lumo_ev": -0.124, "e_tot_ha": -3977.68260, "max_force_ha_per_bohr": 0.0364}

Record 2
{"formula": "C32H47BIN7NaP", "method": "ωB97M-V/def2-TZVPD", "species": ["Na", "C", "C", "N", "N", "C", "B", "N", "C", "C", "C", "N", "N", "C", "C", "C", "N", "H", "H", "H", "H", "H", "H", "H", "H", "H", "H", "C", "C", "C", "C", "C", "C", "P", "C", "C", "C", "C", "C", "C", "C", "C", "C", "C", "C", "C", "H", "H", "H", "H", "H", "H", "H", "H", "H", "H", "H", "H", "H", "H", "H", "H", "H", "H", "H", "H", "H", "H", "H", "H", "H", "H", "H", "H", "H", "H", "H", "H", "H", "I", "C", "C", "C", "C", "C", "N", "H", "H", "H", "H"], "positions_angstrom": [[2.7622, 1.5981, 2.1609], [-0.6091, 4.1033, 3.4670], [0.0374, 2.8628, 3.3638], [1.2707, 2.9853, 2.9296], [1.4884, 4.3729, 2.6919], [0.4427, 5.0454, 3.0655], [2.9835, 4.8107, 2.2802], [4.0869, 4.1826, 3.1345], [5.1361, 4.8506, 3.6184], [5.9264, 3.9286, 4.2749], [5.2976, 2.6970, 4.1725], [4.2165, 2.8241, 3.4187], [3.2414, 4.3832, 0.7891], [3.1759, 5.2368, -0.3016], [3.4165, 4.4320, -1.4165], [3.4525, 3.1165, -0.9587], [3.3685, 3.1023, 0.3771], [-1.6137, 4.2974, 3.7496], [-0.3463, 1.8689, 3.5210], [0.3895, 6.0971, 2.9631], [3.0067, 5.9842, 2.3809], [5.3264, 5.9013, 3.4966], [6.7981, 4.0986, 4.8231], [5.6359, 1.7570, 4.5563], [2.9417, 6.2796, -0.2255], [3.4812, 4.8146, -2.3973], [3.4492, 2.2019, -1.5609], [-0.5020, -4.4597, -3.3079], [-0.0841, -4.5571, -1.8458], [-0.4402, -3.3982, -0.9752], [-1.2564, -2.3586, -1.7366], [-0.3618, -1.9063, -2.9871], [-0.2015, -3.0382, -4.0296], [-1.6686, -0.8651, -0.6499], [-3.0914, -0.0082, -1.6206], [-2.4496, 1.3822, -2.0066], [-2.8805, 1.9552, -3.3565], [-4.3007, 1.6409, -3.7033], [-4.7784, 0.2128, -3.4573], [-3.7029, -0.6879, -2.8348], [-2.6211, -1.4895, 0.8609], [-3.4222, -2.7857, 0.6944], [-4.0067, -3.2251, 2.0613], [-2.8865, -3.6106, 3.0348], [-1.6123, -2.8224, 2.9119], [-1.7129, -1.4464, 2.0763], [-1.5582, -4.7288, -3.4505], [-0.0062, -5.2373, -3.9163], [1.0293, -4.6021, -1.9647], [-0.4936, -5.5355, -1.3671], [0.5191, -2.9977, -0.5775], [-1.0205, -3.7625, -0.1645], [-2.1637, -2.7534, -2.2550], [0.6422, -1.6255, -2.6125], [-0.6810, -0.9361, -3.3922], [0.7923, -3.1148, -4.4487], [-0.9265, -2.8418, -4.8823], [-3.9227, 0.1378, -0.8945], [-1.3805, 1.4635, -1.9533], [-2.7484, 2.0872, -1.1509], [-2.1769, 1.6008, -4.1619], [-2.6108, 2.9935, -3.3905], [-4.5311, 1.8188, -4.7832], [-4.9833, 2.2559, -3.1247], [-5.1250, -0.2063, -4.4033], [-5.7144, 0.1160, -2.8360], [-3.1033, -1.1139, -3.6544], [-4.2393, -1.5524, -2.4626], [-3.4319, -0.6806, 1.0006], [-2.7957, -3.6304, 0.3751], [-4.2920, -2.6295, 0.0001], [-4.5741, -4.2527, 1.9703], [-4.6959, -2.4347, 2.4524], [-2.6446, -4.6640, 2.8639], [-3.2163, -3.6312, 4.1180], [-0.8894, -3.4352, 2.4572], [-1.2578, -2.5013, 3.8968], [-0.6797, -1.2566, 1.8994], [-2.0784, -0.7387, 2.8393], [2.3019, -1.9576, 3.2839], [3.1540, -1.7663, 1.4034], [3.1828, -2.8017, 0.4265], [3.6405, -2.4746, -0.8228], [3.8729, -1.1768, -1.2035], [3.7502, -0.2147, -0.1813], [3.3848, -0.5194, 1.0523], [2.9286, -3.8235, 0.6924], [3.7848, -3.2208, -1.5698], [4.2705, -0.8469, -2.1335], [3.9043, 0.8272, -0.4761]], "atomic_forces_ev_per_a": [[0.42, -0.52, -0.29], [2.54, 1.22, -0.68], [-0.45, 0.99, -0.22], [0.39, 1.89, -0.76], [2.18, -3.29, 0.65], [-3.50, -1.66, 0.69], [-1.00, -0.96, -0.53], [-0.18, -1.32, 0.13], [0.71, -0.80, 0.68], [-0.07, 0.33, 0.26], [-0.27, 0.91, -1.03], [-0.73, 0.99, 0.10], [-0.86, 1.03, -1.15], [0.85, -2.50, 0.50], [-0.79, 0.95, 0.68], [0.01, 0.40, 0.41], [-0.08, 0.02, -0.07], [-0.45, 0.28, 0.21], [-0.16, -0.05, 0.20], [0.01, 0.79, 0.03], [0.20, 0.56, -0.11], [-0.38, 0.11, -0.13], [1.19, 0.46, 0.60], [-0.11, -0.36, 0.01], [0.24, 0.19, 0.21], [-0.03, 0.04, -0.94], [0.23, 0.56, 0.37], [-0.79, 0.42, -1.84], [1.09, -2.22, -0.83], [0.07, 0.85, -0.09], [0.37, 1.09, -1.42], [0.67, 0.52, 1.13], [-1.80, -0.90, 0.75], [-0.71, -0.19, -0.48], [1.80, 0.46, -0.22], [-1.64, 1.24, 1.50], [1.50, -1.05, -0.66], [-1.64, 0.41, -1.05], [-0.59, -1.01, 0.37], [-1.04, -0.70, -0.25], [-1.06, 1.01, -0.78], [-0.93, -0.43, 0.63], [-0.97, -1.62, 0.03], [-0.64, -0.48, 1.51], [-0.61, 2.33, -0.23], [-0.71, -1.96, 2.43], [0.02, 0.39, 0.22], [0.09, 0.26, 0.42], [-0.65, -0.41, 0.74], [0.99, 1.44, -1.04], [-0.85, 0.34, -0.06], [-0.26, -0.18, 0.98], [0.40, -0.15, 0.98], [-0.27, -0.32, 0.21], [-0.42, -0.44, -0.26], [0.29, 0.37, -0.07], [0.82, -0.60, 0.94], [0.57, 0.05, -0.47], [0.66, -0.69, 0.03], [0.17, -0.64, -1.21], [-0.68, -0.39, 0.63], [-0.50, 0.85, 0.20], [0.38, 0.42, 0.83], [0.06, 0.58, 0.00], [0.27, -0.23, -0.09], [0.95, 0.64, -0.22], [0.66, 0.57, 0.56], [-0.10, -0.49, 0.11], [1.27, -0.95, -0.21], [-0.28, 0.33, -0.34], [1.04, -0.21, 0.29], [0.42, 2.27, -0.20], [0.51, -0.67, -0.19], [-0.02, 0.02, -0.18], [-0.06, 0.29, -1.18], [1.23, -0.68, -0.54], [0.21, -0.32, -0.15], [0.68, 0.73, -0.59], [0.16, 0.12, -0.59], [0.07, -0.35, 0.29], [-0.86, -0.67, -2.00], [0.26, 0.37, 2.01], [-0.13, -0.17, -1.01], [0.35, 1.21, 2.27], [0.01, -0.42, -1.79], [0.25, 0.90, 0.59], [0.08, 0.17, -0.03], [-0.09, -0.75, -0.29], [-0.03, -0.17, -0.75], [0.04, -0.41, 0.82]], "homo_lumo_gap_ha": 0.304, "homo_energy_ev": -8.14, "e_lumo_ev": 0.122, "e_tot_ha": -2457.06269, "max_force_ha_per_bohr": 0.0778}